Model i:
The molecule C18H18N2O4S, computed with wB97M-V/def2-TZVPD.

Values from the calculation:
SMILES string   CCCOC(=O)Cn1cnc2scc(-c3ccc(OC)cc3)c2c1=O
Highest occupied orbital energy   -7.85 eV
LUMO   0.53 eV

CARTESIAN COORDINATES (ANGSTROEM)
S  -2.772  -4.017  1.307
O  -4.585  3.847  1.970
O  2.034  -1.911  -1.840
O  3.767  -0.625  -1.229
O  -0.076  0.163  1.015
N  0.965  -1.832  0.687
N  -0.129  -3.903  0.769
C  -1.378  -1.840  1.087
C  -4.435  1.633  2.702
C  5.613  0.081  -2.588
C  0.922  -3.183  0.600
C  -4.249  4.869  1.064
C  -3.291  2.229  0.675
C  -1.269  -3.226  1.017
C  -0.185  -1.044  0.934
C  -3.172  -0.032  1.506
C  -2.713  -1.417  1.377
C  -3.543  -2.487  1.525
C  2.634  -1.280  -1.014
C  -4.090  2.596  1.753
C  -2.839  0.928  0.558
C  6.223  0.067  -3.983
C  2.202  -1.134  0.442
C  4.290  -0.670  -2.562
C  -3.985  0.338  2.576
H  2.021  -0.073  0.656
H  -2.226  0.657  -0.286
H  7.165  0.608  -3.986
H  -4.248  -0.396  3.323
H  -4.731  5.769  1.444
H  6.296  -0.384  -1.875
H  6.411  -0.954  -4.309
H  5.553  0.537  -4.699
H  4.421  -1.718  -2.855
H  5.439  1.108  -2.264
H  3.562  -0.216  -3.243
H  -4.594  -2.462  1.734
H  -4.626  4.656  0.058
H  -5.056  1.930  3.532
H  3.001  -1.498  1.094
H  -3.011  2.947  -0.080
H  1.853  -3.688  0.389
H  -3.167  5.028  1.021

=====

Model ii:
The molecule C18H18N2O4S, computed with wB97M-V/def2-TZVPD.

Values from the calculation:
SMILES string   Cn1c(=O)oc2cc(S(=O)(=O)Nc3cccc4c3CCCC4)ccc21
Highest occupied orbital energy   -8.95 eV
LUMO   0.45 eV

CARTESIAN COORDINATES (ANGSTROEM)
S  -1.011  2.165  2.098
O  4.385  -1.738  -0.949
O  2.672  -1.047  0.375
O  -1.253  1.234  3.152
O  -1.114  3.566  2.376
N  -2.081  1.882  0.817
N  3.668  0.452  -0.932
C  0.992  0.468  1.370
C  2.060  0.154  0.562
C  -1.149  1.239  -1.335
C  2.675  1.117  -0.256
C  -1.684  0.884  -0.099
C  2.247  2.433  -0.270
C  -1.765  -0.458  0.259
C  3.660  -0.876  -0.549
C  -2.436  -0.952  1.499
C  -2.754  -3.202  0.343
C  1.157  2.747  0.529
C  -3.432  -2.045  1.096
C  4.584  0.994  -1.898
C  -0.674  0.269  -2.196
C  -0.712  -1.065  -1.827
C  0.557  1.784  1.320
C  -1.262  -1.429  -0.609
C  -1.337  -2.845  -0.135
H  -2.262  2.772  0.373
H  2.726  3.175  -0.887
H  5.191  1.780  -1.447
H  -4.190  -1.587  0.457
H  -1.108  2.283  -1.614
H  -2.945  -0.135  2.008
H  -3.937  -2.421  1.986
H  4.040  1.400  -2.752
H  -0.642  -2.959  0.703
H  -3.360  -3.472  -0.523
H  5.228  0.179  -2.228
H  -0.320  -1.823  -2.489
H  -1.023  -3.535  -0.920
H  0.506  -0.243  2.013
H  -0.265  0.555  -3.154
H  0.759  3.749  0.556
H  -1.702  -1.366  2.195
H  -2.690  -4.084  0.982

=====

Least stable = model i

=====

Model i:
A cluster of 2 separate species, CH3ClO3S in total, computed with wB97M-V/def2-TZVPD.

Values from the calculation:
Highest occupied orbital energy   -10.48 eV
LUMO   -0.01 eV

CARTESIAN COORDINATES (ANGSTROEM)
Cl  2.856  -1.544  -0.072
S  2.509  0.533  -0.341
O  3.353  1.156  0.638
O  1.014  0.464  0.291
O  -1.595  -0.123  -0.821
C  -2.505  -0.179  -0.019
H  -3.350  -0.798  -0.324
H  0.324  0.097  -0.233
H  -2.606  0.393  0.880

=====

Model ii:
A structure of composition CH3ClO3S, computed with wB97M-V/def2-TZVPD.

Values from the calculation:
Highest occupied orbital energy   -11.45 eV
LUMO   -0.54 eV

CARTESIAN COORDINATES (ANGSTROEM)
Cl  -0.317  -0.211  2.207
S  -0.430  1.000  0.546
O  0.808  1.582  0.310
O  -0.811  -0.152  -0.598
O  -1.775  1.876  0.796
C  0.371  -0.860  -0.813
H  0.996  -0.709  0.090
H  1.094  -0.584  -1.711
H  0.063  -1.942  -0.827

=====

Least stable = model ii

=====

Model i:
A cluster of 2 separate species, C8H16N3 in total, computed with wB97M-V/def2-TZVPD.

Values from the calculation:
Total charge   +1
Highest occupied orbital energy (spin up / spin down)   -12.52 / -12.52 eV
LUMO (spin up / spin down)   -6.00 / -6.00 eV

CARTESIAN COORDINATES (ANGSTROEM)
N  3.416  -1.286  0.782
N  -1.303  -1.368  0.072
N  1.830  0.222  0.335
C  -2.249  -1.069  1.182
C  2.789  -0.300  1.305
C  -0.822  3.042  -0.094
C  3.099  -1.386  -0.508
C  -1.935  -1.939  -1.111
C  0.972  1.208  0.560
C  2.108  -0.507  -0.837
C  0.214  1.915  -0.447
H  -1.221  2.729  0.888
H  3.558  -2.065  -1.152
H  -2.616  -1.240  -1.439
H  -2.358  -2.867  -1.155
H  -1.611  -0.411  1.765
H  -0.298  4.050  -0.113
H  1.653  -0.096  -1.763
H  -2.580  -1.911  1.737
H  -3.076  -0.510  0.752
H  -0.362  1.082  -1.028
H  0.753  1.296  1.674
H  -1.265  -1.882  -1.900
H  -0.655  -2.135  0.316
H  2.985  0.107  2.267
H  0.674  2.265  -1.313
H  -1.701  3.057  -0.774

=====

Model ii:
A cluster of 2 separate species, C8H16N3 in total, computed with wB97M-V/def2-TZVPD.

Values from the calculation:
Total charge   +1
Highest occupied orbital energy   -13.20 eV
LUMO   -2.96 eV

CARTESIAN COORDINATES (ANGSTROEM)
N  1.010  -0.219  -3.235
N  -3.158  -0.543  -0.498
N  0.118  1.207  -1.227
C  -2.837  -1.074  0.647
C  -0.649  -0.120  0.727
C  -1.077  0.512  -0.530
C  0.704  -0.150  1.623
C  -2.287  0.197  -1.124
C  0.827  1.073  2.485
C  1.877  -0.579  0.744
C  -1.603  -0.952  1.261
H  0.902  1.074  -0.507
H  1.991  0.958  2.723
H  1.018  -1.211  -2.854
H  0.256  0.664  -2.153
H  2.600  -0.779  1.488
H  -3.571  -1.745  1.181
H  -0.020  2.191  -1.376
H  0.175  1.179  3.341
H  2.259  0.220  0.033
H  2.041  -0.026  -3.275
H  1.476  -1.500  0.270
H  0.778  -0.381  -4.173
H  -1.420  -1.483  2.173
H  -2.542  0.442  -2.104
H  0.415  -0.964  2.339
H  0.715  2.008  2.023

=====

Least stable = model i

=====

Model i:
A cluster of 2 separate species, C3H8N5 in total, computed with wB97M-V/def2-TZVPD.

Values from the calculation:
Total charge   +1
Highest occupied orbital energy (spin up / spin down)   -13.78 / -14.24 eV
LUMO (spin up / spin down)   -4.12 / -6.18 eV

CARTESIAN COORDINATES (ANGSTROEM)
N  0.609  -0.392  -1.312
N  0.883  -0.201  2.305
N  -1.686  -1.568  -1.705
N  -0.214  1.645  -0.629
N  0.879  -0.663  0.012
C  -0.256  1.329  0.769
C  0.477  0.015  1.063
C  0.103  0.792  -1.531
H  -1.886  -1.397  -2.684
H  1.563  -1.441  0.056
H  -0.008  1.172  -2.596
H  0.314  2.255  1.213
H  -1.389  1.382  1.079
H  1.304  -1.064  2.802
H  0.561  0.619  2.852
H  -1.255  -2.483  -1.694

=====

Model ii:
The ion C3H8N5 with charge +1, computed with wB97M-V/def2-TZVPD.

Values from the calculation:
SMILES string   N[C@@H]1[NH+]=CN=CN1N
Total charge   +1
Highest occupied orbital energy   -13.84 eV
LUMO   -4.64 eV

CARTESIAN COORDINATES (ANGSTROEM)
N  0.959  -1.353  -0.869
N  -1.757  0.330  -0.778
N  1.411  1.554  0.558
N  -0.904  -1.203  0.785
N  0.330  0.825  0.125
C  -0.667  1.083  -0.650
C  0.443  -0.625  0.479
C  -1.916  -0.711  -0.033
H  1.110  -0.745  1.338
H  1.889  -0.939  -1.054
H  2.375  1.145  0.767
H  -1.073  -1.939  1.547
H  0.251  -1.050  -1.508
H  -2.911  -1.048  -0.003
H  1.261  2.557  0.356
H  -0.799  2.119  -1.060

=====

Least stable = model i

=====

Model i:
The ion C6H14N2 with charge +2, computed with wB97M-V/def2-TZVPD.

Values from the calculation:
SMILES string   C=[NH+]C(=C)C[C@H](C)[NH3+]
Total charge   +2
Highest occupied orbital energy   -18.50 eV
LUMO   -8.36 eV

CARTESIAN COORDINATES (ANGSTROEM)
N  1.187  1.353  -1.537
N  -1.818  0.178  1.883
C  -0.726  -0.639  1.185
C  2.073  -0.127  0.065
C  0.794  1.271  -2.735
C  -1.074  -2.114  1.224
C  -0.453  -0.099  -0.228
C  0.982  0.373  -0.472
H  2.040  -0.883  0.836
H  0.208  0.462  -3.173
H  1.766  2.142  -1.247
H  -2.390  -0.455  2.458
H  -1.615  -2.439  0.335
H  -0.650  -0.879  -0.963
H  -0.168  -2.707  1.233
H  -2.473  0.660  1.260
H  -1.674  -2.374  2.089
H  0.153  -0.480  1.808
H  -1.396  0.881  2.493
H  1.078  2.039  -3.453
H  -1.127  0.714  -0.503
H  3.022  0.262  -0.269

=====

Model ii:
A structure of composition C6H14N2, computed with wB97M-V/def2-TZVPD.

Values from the calculation:
Total charge   +2
Highest occupied orbital energy   -20.00 eV
LUMO   -9.90 eV

CARTESIAN COORDINATES (ANGSTROEM)
N  -0.676  0.414  0.041
N  -0.787  -0.178  -2.445
C  -0.833  -2.176  -0.977
C  -0.793  -0.892  -1.425
C  0.540  1.194  2.096
C  1.786  0.113  0.191
C  0.470  0.171  0.970
C  -1.305  1.463  -0.183
H  -0.379  1.400  2.520
H  0.877  2.184  1.631
H  0.054  -2.696  -0.877
H  2.552  0.243  0.813
H  -1.016  2.353  0.425
H  -1.530  -2.853  -1.406
H  1.109  0.790  2.852
H  0.138  -0.868  1.344
H  -1.024  0.779  -2.540
H  -1.060  -2.138  0.120
H  -0.710  -0.773  -3.325
H  1.758  0.886  -0.487
H  -1.936  1.595  -0.959
H  1.899  -0.814  -0.380

=====

Least stable = model ii